Entry 1:
DFT (wB97M-V/def2-TZVPD) results for C6H10N as an isolated structure.

The geometry in XYZ format:
```
17
Properties=species:S:1:pos:R:3:forces:R:3
C -0.517 -0.550 0.050 0.23 0.82 1.73
C 0.359 -1.233 -0.932 0.49 1.97 -2.05
C -0.879 -1.655 -1.553 -1.51 -0.72 -1.43
C 1.323 1.567 1.875 -0.92 0.34 -1.88
C -0.337 0.924 0.131 -0.12 -1.08 4.38
C 1.049 1.088 0.639 0.86 1.52 1.11
N -1.610 -1.012 -0.732 -3.58 0.19 -0.35
H 0.885 -0.489 -1.548 0.13 -0.57 -0.06
H 0.967 -1.907 -0.491 2.30 -2.45 0.77
H -1.270 -2.197 -2.404 0.36 -0.25 -0.12
H 2.266 1.721 2.304 1.62 -0.27 -0.07
H 0.619 2.131 2.472 -0.86 -0.72 0.02
H -2.645 -0.806 -0.676 1.46 -0.55 -0.19
H -0.506 1.283 -0.784 -0.43 1.82 -3.73
H -1.052 1.363 0.837 0.02 -0.02 -0.15
H -0.445 -1.116 0.955 -0.31 0.23 1.09
H 1.793 0.888 -0.144 0.26 -0.26 0.92
```
Positions in Å, forces in eV/Å.

Results
E_tot in Ha: -289.020688
ΔE to the lowest compared entry with this formula, charge and spin in kcal/mol: 39.08
E_HOMO in eV: -13.5
Net charge: +1
Kohn-Sham gap in eV: 8.7

Entry 2:
DFT (wB97M-V/def2-TZVPD) results for an isolated molecule of C3H6N2O2.

The geometry in XYZ format:
```
13
Properties=species:S:1:pos:R:3:forces:R:3
H -1.557 2.268 -0.462 0.06 -0.04 0.06
N -0.895 1.549 -0.185 -0.20 -0.15 0.26
C -1.436 0.744 0.633 -0.02 0.20 -0.15
O -0.819 -0.299 1.186 -0.04 0.01 -0.05
C 0.590 -0.456 0.965 0.18 -0.02 0.06
C 0.917 -1.151 -0.365 0.04 -0.10 -0.04
N 0.932 -0.331 -1.446 -0.06 -0.12 -0.04
O 1.184 -2.338 -0.401 -0.06 0.35 0.01
H -2.465 0.791 0.999 0.11 0.01 -0.09
H 1.080 0.521 1.036 -0.06 -0.12 -0.04
H 0.926 -1.118 1.762 -0.03 0.10 -0.11
H 1.044 -0.764 -2.350 -0.01 0.05 0.11
H 0.498 0.583 -1.371 0.08 -0.16 0.03
```
Positions in Å, forces in eV/Å.

Results
E_tot in Ha: -377.913301
ΔE to the lowest compared entry with this formula, charge and spin in kcal/mol: 28.89
E_HOMO in eV: -9.7
Structure (SMILES): [H]/N=C/OCC(N)=O
Kohn-Sham gap in eV: 10.6

Entry 3:
DFT (wB97M-V/def2-TZVPD) results for C24H36NO2OsP2 as an isolated structure.

The geometry in XYZ format:
```
66
Properties=species:S:1:pos:R:3:forces:R:3
C 0.421 1.823 -4.022 -0.23 2.60 3.12
C 0.524 1.683 -2.609 -0.30 -0.72 -1.46
N 0.553 0.382 -2.088 -0.35 1.31 1.94
C 0.599 -0.656 -2.943 -0.31 -2.62 -0.81
C 0.757 -0.498 -4.320 -0.31 0.94 -0.27
C 0.634 0.770 -4.883 0.52 -2.94 -1.93
C 0.643 2.726 -1.683 -0.63 0.69 -0.66
P 0.445 2.399 0.092 0.80 2.88 -1.09
Os -0.022 0.109 -0.023 1.05 -1.11 1.98
P -0.497 -2.116 -0.823 1.14 -0.49 -1.20
C 0.536 -2.075 -2.367 0.09 0.10 0.16
C -0.823 -0.066 1.892 -0.45 0.99 -0.85
C -0.235 0.616 2.981 0.02 -0.37 0.86
C -0.749 0.477 4.284 0.14 0.01 -0.20
C -1.946 -0.224 4.511 0.25 0.07 -0.52
C -2.642 -0.745 3.402 0.00 0.03 -0.22
C -2.105 -0.635 2.104 -0.13 -0.24 0.86
O -4.303 4.621 -3.062 0.27 -0.83 -0.18
O -5.468 1.579 1.136 3.78 1.27 1.62
H 0.161 2.817 -4.357 0.34 0.08 -0.23
H 0.933 -1.393 -4.909 -0.10 0.21 -0.11
H 0.685 0.889 -5.968 0.02 0.10 0.50
C 2.023 3.316 0.489 0.12 -0.49 0.44
C -0.796 3.467 0.940 -0.73 0.12 0.04
H 0.078 -2.785 -3.081 0.44 0.32 0.20
H 1.550 -2.429 -2.087 -0.47 -0.06 -0.01
H -3.349 4.765 -3.053 -0.11 0.17 0.00
H 0.939 3.709 -2.116 -0.50 -0.64 0.75
C -0.089 -3.495 0.229 0.07 -0.39 -0.02
C -2.190 -2.500 -1.418 -0.19 0.07 0.21
H 0.642 1.259 2.825 -0.20 -0.53 0.17
H -0.187 0.896 5.131 -0.41 -0.03 -0.44
H -2.347 -0.321 5.531 0.21 0.01 -0.62
H -3.618 -1.226 3.561 0.51 0.27 -0.18
H -2.694 -0.975 1.240 0.22 -0.08 0.54
H -1.681 0.384 -0.271 -0.80 0.44 -0.87
H -4.589 1.886 1.649 -3.13 -1.24 -1.11
H -5.205 1.974 0.298 -0.61 -0.04 -0.51
H -4.378 3.721 -3.435 -0.14 0.63 0.18
H -1.504 -0.372 -0.796 -0.61 1.44 0.34
H 1.913 4.367 0.183 -0.31 -0.36 0.03
H 2.335 3.308 1.539 -0.12 -0.11 -0.14
H 2.810 2.876 -0.132 -0.10 0.09 0.27
H -0.775 4.540 0.709 0.37 -0.33 -0.39
H -1.813 3.117 0.725 0.22 -0.04 -0.06
H -0.690 3.430 2.032 0.26 -0.38 -0.21
H -2.181 -3.442 -1.981 0.13 0.19 0.17
H -2.863 -2.625 -0.559 0.14 0.03 -0.17
H -2.605 -1.721 -2.069 0.22 -0.09 0.11
H -0.392 -4.421 -0.268 -0.02 0.02 0.25
H 0.987 -3.514 0.399 0.01 0.04 0.16
H -0.625 -3.343 1.175 0.18 -0.24 -0.15
C 2.137 0.211 0.422 -0.22 -0.59 -0.14
C 2.626 -1.132 0.885 -0.59 -0.89 -0.36
C 2.296 -1.672 2.153 0.56 0.08 0.12
C 2.942 -2.833 2.623 -0.18 0.28 -0.72
C 3.843 -3.502 1.767 -0.09 0.12 0.15
C 4.070 -3.062 0.446 -0.61 0.16 0.11
C 3.382 -1.925 -0.014 0.71 0.36 0.56
H 2.318 0.969 1.220 0.05 -0.57 -0.80
H 2.591 0.451 -0.566 -0.04 0.21 0.96
H 1.565 -1.148 2.789 0.60 -0.26 -0.28
H 2.728 -3.193 3.647 0.23 0.14 -0.81
H 4.372 -4.379 2.146 -0.12 0.25 -0.17
H 4.778 -3.584 -0.225 -0.58 0.26 0.55
H 3.547 -1.527 -1.029 0.05 -0.30 0.54
```
Positions in Å, forces in eV/Å.

Results
E_tot in Ha: -1914.283607
Multiplicity: 5
E_HOMO (alpha / beta) in eV: -7.3 / -11.0
Net charge: +1
Kohn-Sham gap (alpha / beta) in eV: 4.9 / 5.2

Entry 4:
DFT (wB97M-V/def2-TZVPD) results for C3H4ClN4O3S as an isolated structure.

The geometry in XYZ format:
```
16
Properties=species:S:1:pos:R:3:forces:R:3
C 0.408 -1.666 -0.841 0.45 -0.75 1.34
C 0.432 -0.793 -1.890 0.01 1.27 0.47
C -2.048 1.804 3.076 5.08 -3.56 -3.08
N -0.272 -1.043 0.169 -0.04 -3.12 0.77
N -0.694 0.053 -0.293 -0.26 1.19 0.54
N -1.215 1.224 2.396 -0.38 0.16 -0.55
N -0.217 0.300 -1.452 0.22 1.92 -4.47
O -2.857 2.448 3.464 -4.60 3.39 2.74
O -2.011 2.154 -2.137 1.32 0.71 -0.38
O -0.231 1.898 -3.903 0.31 0.13 0.77
S -0.655 2.142 -2.581 -1.34 -2.04 1.46
Cl 0.542 3.302 -1.526 -0.41 -0.34 -0.52
H 0.907 -2.670 -0.753 -0.87 1.40 0.16
H 0.917 -0.770 -2.826 0.34 -0.23 -0.79
H -0.443 0.602 2.521 -0.12 -0.05 0.78
H -1.385 0.674 0.128 0.30 -0.10 0.76
```
Positions in Å, forces in eV/Å.

Results
E_tot in Ha: -1419.461729
ΔE to the lowest compared entry with this formula, charge and spin in kcal/mol: 1.47
E_HOMO in eV: -14.2
Net charge: +1
Kohn-Sham gap in eV: 7.8

Entry 5:
DFT (wB97M-V/def2-TZVPD) results for CH5CoO2 as an isolated structure.

The geometry in XYZ format:
```
9
Properties=species:S:1:pos:R:3:forces:R:3
C 1.461 -0.017 0.262 -0.43 -0.01 0.04
H 2.316 -0.701 0.362 -0.06 0.17 0.04
H 1.641 0.623 -0.618 -0.04 -0.04 0.13
H 1.413 0.628 1.154 0.17 -0.10 -0.14
O -2.293 0.105 -0.066 0.57 -0.38 -0.01
Co -1.926 -0.561 -1.944 -0.26 0.53 0.72
H -2.304 1.025 0.221 -0.10 0.00 -0.42
O 0.295 -0.793 0.110 -2.12 1.22 1.67
H -0.603 -0.308 0.519 2.27 -1.39 -2.03
```
Positions in Å, forces in eV/Å.

Results
E_tot in Ha: -1574.260482
Multiplicity: 4
E_HOMO (alpha / beta) in eV: -1.3 / -1.9
Net charge: -1
Kohn-Sham gap (alpha / beta) in eV: 5.3 / 5.9

Entry 6:
DFT (wB97M-V/def2-TZVPD) results for a 3-piece molecular cluster, C27H55N2O4 overall.

The geometry in XYZ format:
```
88
Properties=species:S:1:pos:R:3:forces:R:3
C -3.052 0.004 -4.985 -0.08 -0.51 -0.39
C -2.097 0.889 -3.991 0.37 -0.25 -0.43
C -2.688 2.422 -3.797 0.31 -0.62 -1.33
C -1.737 0.142 -2.550 0.02 0.52 0.10
C -2.019 -1.466 -2.571 -0.78 -0.47 0.17
C -0.147 0.550 -2.220 -1.51 1.50 -2.10
O 0.166 0.761 -0.838 0.77 -1.43 -1.14
C 0.508 -0.379 -0.007 -0.43 -1.00 1.68
C 1.124 -1.694 -0.735 0.79 0.02 -1.49
C 1.950 -2.762 0.169 -0.21 -1.48 -0.44
C 0.988 -3.852 0.998 1.26 -0.08 0.04
C 0.009 -4.729 0.020 -0.45 -0.28 0.40
N 0.620 -5.143 -1.300 0.34 0.66 0.38
C 1.661 0.223 1.048 0.10 0.65 -0.58
C 1.384 -0.009 2.620 2.86 0.79 2.38
C 1.856 1.406 3.388 -1.06 0.65 -0.20
C 2.354 -1.163 3.345 1.02 0.80 -0.66
N -0.012 -0.256 3.084 -0.27 -2.19 -0.93
O -0.214 -1.457 3.646 0.17 2.69 -1.07
C -1.092 0.162 2.130 -2.74 -0.83 -0.41
C -1.245 1.767 1.868 0.78 0.42 0.74
C -2.536 -0.324 2.821 0.29 0.79 -0.22
C -0.914 -0.764 0.789 0.12 0.57 0.40
H -3.164 0.574 -6.017 0.01 -1.07 2.25
H -2.586 -1.057 -5.272 -0.82 2.38 0.80
H -4.121 -0.247 -4.519 2.29 0.84 -1.02
H -1.059 1.025 -4.565 -2.17 -0.36 1.10
H -3.082 2.747 -4.871 0.76 -0.54 2.37
H -1.780 3.121 -3.553 -1.97 -1.18 -0.09
H -3.585 2.497 -3.048 1.91 -0.14 -1.31
H -2.410 0.685 -1.731 1.46 -1.32 -1.58
H -1.402 -1.994 -3.417 -1.04 1.03 1.67
H -1.810 -2.015 -1.531 -0.24 1.41 -2.30
H -3.167 -1.707 -2.794 2.50 0.70 0.39
H -0.063 1.636 -2.726 -0.04 -2.28 1.35
H 0.572 -0.101 -2.874 -1.16 0.80 1.61
H 0.336 -2.332 -1.366 1.47 1.65 1.56
H 1.889 -1.292 -1.561 -1.50 -0.76 1.80
H 2.788 -2.327 0.859 -1.83 -0.61 -1.26
H 2.533 -3.459 -0.609 -1.22 1.69 1.60
H 1.766 -4.626 1.468 -1.64 1.58 -0.92
H 0.437 -3.364 1.908 0.85 -0.89 -1.81
H -1.024 -4.199 -0.234 2.25 -0.98 0.67
H -0.247 -5.733 0.601 0.40 2.20 -1.14
H 1.642 -5.362 -1.222 -1.43 0.37 0.02
H 0.503 -4.425 -2.049 0.23 -0.76 1.14
H 2.756 -0.160 0.765 -2.54 0.59 0.68
H 1.739 1.406 0.886 -0.48 -2.68 0.15
H 3.016 1.570 3.353 -2.27 -0.49 0.16
H 1.343 2.329 2.835 1.17 -1.96 1.13
H 1.411 1.437 4.495 1.28 -0.29 -2.35
H 2.167 -2.243 2.944 0.13 2.10 1.06
H 2.324 -1.083 4.531 -0.29 -0.32 -2.69
H 3.463 -0.874 3.036 -2.26 -0.61 0.59
H -0.309 2.254 1.312 -2.25 -1.19 1.07
H -2.240 1.993 1.291 2.07 -0.60 0.92
H -1.338 2.308 2.926 0.19 -1.21 -2.21
H -2.706 -1.474 2.682 0.40 2.30 0.45
H -3.417 0.272 2.282 1.93 -1.34 1.23
H -2.483 -0.023 3.965 -0.32 -0.78 -2.41
H -1.869 -0.577 0.127 2.15 -0.24 1.04
H -0.960 -1.880 1.133 0.30 2.08 -0.57
C 7.553 -3.061 3.897 0.37 0.17 0.52
C 6.629 -4.178 3.485 0.03 -0.57 -0.31
C 5.309 -3.455 3.331 -0.45 0.15 0.11
O 5.613 -2.113 2.926 0.29 -0.23 0.09
C 7.021 -1.896 3.091 -0.04 0.31 -0.34
H 8.608 -3.269 3.700 -0.12 0.06 0.02
H 7.437 -2.858 4.968 0.06 0.00 -0.11
H 6.947 -4.585 2.518 -0.05 -0.01 0.11
H 6.584 -4.999 4.204 -0.03 0.10 -0.09
H 4.770 -3.403 4.283 -0.05 -0.10 -0.01
H 4.658 -3.925 2.587 0.00 0.15 0.03
H 7.473 -1.865 2.093 0.09 0.04 0.04
H 7.191 -0.934 3.581 -0.12 -0.04 -0.09
C -5.120 6.469 -1.792 0.29 -0.12 0.59
C -5.001 7.427 -2.948 -0.24 0.58 -0.19
C -4.627 6.505 -4.088 0.23 -0.25 -0.32
O -5.230 5.233 -3.809 0.03 0.28 0.25
C -5.708 5.243 -2.456 -0.30 -0.29 -0.19
H -5.736 6.845 -0.971 0.06 -0.07 -0.09
H -4.124 6.238 -1.396 -0.12 0.01 0.01
H -5.974 7.892 -3.147 0.13 0.00 0.00
H -4.269 8.223 -2.786 -0.08 -0.09 -0.05
H -3.543 6.356 -4.140 0.03 0.09 -0.04
H -4.975 6.873 -5.057 0.02 -0.15 0.06
H -6.802 5.296 -2.490 -0.01 -0.03 0.11
H -5.419 4.315 -1.956 -0.02 0.02 -0.14
```
Positions in Å, forces in eV/Å.

Results
E_tot in Ha: -1471.811518
Multiplicity: 2
E_HOMO (alpha / beta) in eV: -8.3 / -9.1
Kohn-Sham gap (alpha / beta) in eV: 9.0 / 9.4